DFT (the ωB97M-V functional and the def2-TZVPD basis) results for a cluster of 16 separate species, C84H214N14O30 in total in a non-equilibrium geometry.

Geometry as XYZ:
```
342
Properties=species:S:1:pos:R:3
C 0.1097 -1.0022 4.2587
O 0.9034 -1.2532 5.4445
C 0.7723 -2.5578 5.8418
C 1.6146 -2.8550 7.0821
N 1.7064 -4.2747 7.2911
C 2.5522 -5.1230 6.4255
C 2.3051 -6.5815 6.8338
O 3.2979 -7.5337 6.4178
C 3.3395 -7.5297 4.9833
H 0.7363 -1.3216 3.3386
H -0.1662 0.0626 4.2033
H -0.8634 -1.6329 4.2658
H 1.1139 -3.2628 5.0256
H -0.2852 -2.8467 6.1234
H 1.1248 -2.4351 7.9765
H 2.6161 -2.4477 7.0182
H 1.8714 -4.5137 8.2689
H 3.6296 -4.9316 6.5089
H 2.1588 -4.9502 5.4172
H 1.3566 -6.8786 6.4384
H 2.1703 -6.7526 7.8605
H 3.8782 -6.6623 4.6011
H 2.3370 -7.6343 4.6139
H 3.9317 -8.4050 4.6624
C -0.1485 -1.8716 -5.3593
O 0.9641 -2.0455 -4.5296
C 0.6074 -3.0324 -3.5202
C 1.7224 -3.3053 -2.5510
N 2.9222 -3.5733 -3.3839
C 4.1253 -3.5817 -2.5351
C 5.3582 -3.7591 -3.4492
O 5.3377 -2.6560 -4.3448
C 6.6413 -2.6408 -4.8895
H -0.6563 -2.7367 -5.7501
H 0.1828 -1.3221 -6.2401
H -0.9449 -1.2548 -4.8970
H 0.3549 -3.8797 -4.1580
H -0.3682 -2.7640 -2.9652
H 1.5046 -4.2054 -1.8416
H 1.9625 -2.3937 -1.9310
H 3.1469 -2.8895 -4.0722
H 4.0069 -4.3528 -1.7499
H 4.1941 -2.6331 -1.9697
H 5.1861 -4.7273 -4.0359
H 6.3064 -3.6288 -2.9214
H 6.7260 -1.9173 -5.7566
H 6.8316 -3.7373 -5.1876
H 7.3767 -2.3098 -4.1109
C -0.2033 1.7617 -5.7713
O 0.2474 1.0758 -6.9509
C -0.6203 1.2799 -8.0635
C -0.0594 0.5029 -9.2879
N -0.3464 -0.9525 -9.2164
C 0.1884 -1.6155 -10.3748
C -0.0793 -3.1503 -10.3185
O -1.4230 -3.4663 -10.7171
C -1.7037 -4.8782 -10.6506
H -0.4637 2.7816 -6.0121
H 0.6264 1.7693 -5.0463
H -1.1465 1.3714 -5.4254
H -0.5928 2.3113 -8.3198
H -1.6806 0.9139 -7.9402
H 0.9940 0.7509 -9.4302
H -0.5977 0.7911 -10.2457
H -0.0270 -1.3623 -8.3536
H 1.2760 -1.4184 -10.5009
H -0.3601 -1.2828 -11.2570
H 0.1018 -3.5951 -9.3582
H 0.6274 -3.6044 -11.0014
H -1.4947 -5.2622 -11.6772
H -2.7447 -5.0219 -10.3883
H -1.0759 -5.3852 -9.9162
C 3.2756 9.1727 0.0447
O 1.9064 8.8018 -0.2164
C 1.0795 9.8884 -0.4890
C -0.1192 9.3924 -1.3148
N 0.4649 8.6953 -2.5150
C -0.4961 7.9465 -3.2785
C 0.0723 6.9870 -4.2763
O 0.9973 6.1092 -3.5627
C 0.7921 4.7943 -3.9985
H 3.3720 10.0112 0.7741
H 3.7374 9.4925 -0.9048
H 3.7477 8.3070 0.4443
H 1.6566 10.5934 -1.1126
H 0.7910 10.3967 0.4719
H -0.6766 10.2846 -1.5057
H -0.7838 8.6322 -0.7705
H 1.1832 8.0604 -2.1584
H -1.0798 8.6357 -3.8727
H -1.2179 7.4157 -2.6323
H 0.6772 7.5104 -5.0933
H -0.7280 6.5237 -4.7671
H 1.5741 4.1966 -3.5027
H 0.7835 4.6931 -5.1192
H -0.2294 4.4587 -3.7549
C 6.5102 5.1038 0.5852
O 6.7804 4.5664 -0.7012
C 7.8221 5.1253 -1.4822
C 8.1664 3.9536 -2.4346
N 6.9336 3.3741 -2.9425
C 7.2172 2.1281 -3.6890
C 5.9516 1.4923 -4.2068
O 5.3821 0.8107 -3.1284
C 4.1605 0.2530 -3.4995
H 7.1312 4.6317 1.3769
H 5.5123 4.7905 0.9156
H 6.5963 6.1800 0.7377
H 8.7069 5.3301 -0.8646
H 7.4030 6.0057 -1.9962
H 8.6795 3.2280 -1.8141
H 8.8167 4.3113 -3.1734
H 6.3862 3.1355 -2.1191
H 7.6850 1.3822 -2.9849
H 7.9005 2.3420 -4.5422
H 6.2279 0.7344 -4.9591
H 5.3645 2.3097 -4.6771
H 4.1459 -0.2204 -4.5222
H 3.2807 0.8368 -3.3592
H 4.0648 -0.6640 -2.8755
C -3.8187 -2.0858 -6.7386
O -4.4819 -2.3210 -5.5130
C -4.2492 -1.3007 -4.5240
C -4.9173 -1.7944 -3.2430
N -4.3334 -3.0802 -2.8081
C -3.0672 -2.9714 -2.1016
C -2.3412 -4.3707 -1.7703
O -2.0432 -4.9563 -2.9683
C -1.3394 -6.1384 -2.7887
H -4.3878 -1.4141 -7.4424
H -3.6254 -3.0239 -7.1976
H -2.8188 -1.5393 -6.6312
H -4.6644 -0.3395 -4.9112
H -3.1245 -1.1533 -4.3796
H -5.9637 -1.9843 -3.3864
H -4.8183 -1.1141 -2.4045
H -4.1361 -3.7629 -3.4894
H -3.2406 -2.4565 -1.1549
H -2.3460 -2.3400 -2.6262
H -2.9557 -5.0754 -1.2179
H -1.4262 -4.2271 -1.2149
H -0.5088 -6.0399 -2.0616
H -0.8246 -6.4282 -3.7431
H -1.9760 -6.9987 -2.4717
C 3.2942 -6.0581 10.3503
O 2.1790 -5.1811 10.2101
C 1.0946 -5.4279 11.0264
C -0.0963 -4.4839 10.8267
N -0.7645 -4.8420 9.5782
C -2.1681 -4.3799 9.6375
C -2.3474 -2.8284 9.5537
O -2.0151 -2.3783 8.2698
C -1.4474 -1.1004 8.3229
H 4.0072 -5.7751 9.5617
H 3.0541 -7.1188 10.3681
H 3.8079 -5.7852 11.3008
H 1.5388 -5.3867 12.0349
H 0.7115 -6.4615 10.7997
H 0.1079 -3.3881 11.0034
H -0.8511 -4.7913 11.6337
H -0.2317 -4.3963 8.8389
H -2.6582 -4.7709 10.4973
H -2.5980 -4.7754 8.6579
H -1.7021 -2.3678 10.3047
H -3.3557 -2.4674 9.8320
H -0.4406 -1.2380 8.6770
H -2.0442 -0.5178 9.0476
H -1.4512 -0.7657 7.2682
C 3.1244 1.3630 5.2486
O 2.4743 1.9388 4.1929
C 2.4413 3.3179 4.1533
C 1.5187 3.8051 2.9630
N 1.5464 5.2078 3.0190
C 0.9528 5.9847 1.9244
C -0.5277 5.5622 1.6680
O -0.6125 4.5439 0.7563
C -0.5531 4.9929 -0.5921
H 4.1994 1.6804 5.2556
H 3.0248 0.2698 5.1272
H 2.6871 1.7351 6.2085
H 3.4089 3.8346 4.1873
H 1.9276 3.6644 5.0473
H 0.5116 3.3368 3.0797
H 1.9420 3.4835 2.0112
H 1.1648 5.5220 3.9254
H 1.5720 5.7268 1.0153
H 1.1130 6.9883 2.1619
H -1.0734 6.3933 1.2733
H -0.9262 5.2465 2.5748
H 0.3089 5.6403 -0.7607
H -1.4486 5.6556 -0.8901
H -0.5522 4.1401 -1.2187
C -3.7764 2.0041 -2.7113
O -3.0142 2.6007 -3.7169
C -3.4410 3.8518 -4.2808
C -3.6931 4.9722 -3.2574
N -3.4454 6.2355 -3.9216
C -4.2505 6.5279 -5.0386
C -3.6300 7.5909 -5.9481
O -3.3855 8.7502 -5.1499
C -2.9092 9.8736 -5.8660
H -3.1114 1.2570 -2.2251
H -4.7180 1.6372 -3.0853
H -4.0457 2.7151 -1.9373
H -4.4076 3.6461 -4.8101
H -2.6307 4.1042 -4.9418
H -2.9141 4.8586 -2.4871
H -4.6624 4.9545 -2.7296
H -3.3579 6.9498 -3.2372
H -5.2798 6.9153 -4.9022
H -4.3855 5.6490 -5.6814
H -4.2640 7.8105 -6.7918
H -2.6466 7.1453 -6.3176
H -3.5231 10.0687 -6.7564
H -1.8516 9.7314 -6.2222
H -3.0474 10.7286 -5.2015
C 8.4228 1.7559 2.0964
O 7.2837 1.5900 1.2941
C 6.2055 0.9378 2.0526
C 4.8765 1.5697 1.5498
N 4.5951 1.2969 0.1188
C 3.3280 1.8118 -0.4247
C 3.3081 3.3280 -0.6118
O 3.8444 3.5682 -1.8949
C 4.0551 4.9323 -2.0653
H 9.2025 2.2033 1.4400
H 8.8146 0.7383 2.4680
H 8.2238 2.4117 2.9389
H 6.3579 1.1063 3.1988
H 6.2680 -0.1466 1.8627
H 4.9005 2.6926 1.8239
H 4.0550 1.2444 2.1968
H 5.4412 1.5809 -0.4918
H 2.4309 1.5732 0.1679
H 3.1437 1.3865 -1.4003
H 3.8186 3.7666 0.2302
H 2.2708 3.6360 -0.6194
H 4.4910 5.4606 -1.2502
H 3.1072 5.4944 -2.3517
H 4.8011 4.9988 -2.8763
C 2.6308 -7.0389 -2.7247
O 2.0955 -6.9723 -1.4078
C 2.6604 -7.8111 -0.3954
C 2.2759 -7.3804 0.9877
N 2.9210 -6.1196 1.2811
C 2.3632 -5.3090 2.2731
C 3.1255 -3.9734 2.2862
O 2.8186 -3.3489 1.0350
C 3.4313 -2.0308 0.9185
H 3.7066 -7.2640 -2.7702
H 2.4433 -6.0550 -3.1298
H 2.0433 -7.7452 -3.3235
H 3.7297 -7.7997 -0.4765
H 2.3609 -8.8297 -0.5567
H 2.7158 -8.1397 1.7188
H 1.1353 -7.4010 1.1734
H 2.9292 -5.6902 0.3316
H 2.5438 -5.6714 3.2866
H 1.2853 -5.1656 2.2024
H 4.2160 -4.1677 2.2737
H 2.8343 -3.2445 3.0596
H 4.2909 -2.0558 0.2646
H 3.7356 -1.6770 1.9048
H 2.7453 -1.3425 0.5539
C -6.3046 -3.1089 5.2630
O -6.7084 -2.0436 6.1302
C -6.5976 -0.7677 5.5499
C -7.2999 -0.5586 4.2100
N -7.0347 0.7125 3.6786
C -7.6362 0.9591 2.4212
C -7.1407 2.2108 1.7330
O -7.4465 3.3350 2.5488
C -6.9461 4.5647 2.0962
H -5.6400 -3.8784 5.7822
H -5.6570 -2.7937 4.4287
H -7.1041 -3.6270 4.8069
H -5.5738 -0.4835 5.4077
H -7.1118 -0.0631 6.2381
H -8.4008 -0.8099 4.3689
H -6.9586 -1.2729 3.5193
H -7.2363 1.4539 4.3274
H -8.7055 1.1335 2.5049
H -7.5293 0.0372 1.8447
H -7.5384 2.2573 0.6656
H -6.0373 2.1583 1.5613
H -7.2748 4.8666 1.0890
H -5.8287 4.5822 2.2764
H -7.3577 5.2527 2.8039
C -2.3528 -4.4900 4.3440
O -3.7774 -4.5506 4.1568
C -4.1658 -5.0579 2.8233
C -3.9027 -4.0566 1.6989
N -4.7993 -4.3281 0.5616
C -6.2426 -3.9490 0.7697
C -6.6579 -3.0311 -0.3259
O -5.9308 -1.7570 -0.2444
C -6.7094 -0.6918 -0.6835
H -2.1900 -3.6196 5.0274
H -1.7674 -4.3780 3.4398
H -1.9157 -5.3904 4.8297
H -5.1922 -5.3203 2.8683
H -3.6403 -5.9683 2.5491
H -2.8610 -4.1214 1.4834
H -3.9759 -3.0634 2.1606
H -4.4059 -4.0805 -0.3292
H -6.4038 -3.4074 1.7163
H -6.7635 -4.8898 0.7746
H -7.7053 -2.8461 -0.0863
H -6.5379 -3.5195 -1.3102
H -6.1947 0.2651 -0.2962
H -7.7342 -0.6913 -0.2687
H -6.8765 -0.5346 -1.7785
C 0.4821 1.1610 -2.4480
O 0.1304 0.4335 -1.2596
C -0.3713 1.2947 -0.3060
C -0.4654 0.4710 1.0400
N -1.4229 -0.7044 0.9067
C -2.8485 -0.3684 0.9831
C -3.3210 -0.2289 2.4425
O -2.8915 1.0332 3.0074
C -3.2200 1.1882 4.3502
H 0.9555 0.4932 -3.2508
H 1.1714 1.9585 -2.1985
H -0.4458 1.5912 -2.8129
H -1.3496 1.5142 -0.6925
H 0.1961 2.2226 -0.0980
H -0.8499 1.1608 1.8147
H 0.4894 0.0290 1.3072
H -1.1816 -1.1901 0.0443
H -3.4993 -1.0857 0.4439
H -3.0322 0.6306 0.5202
H -2.9280 -1.0346 3.0808
H -4.3974 -0.2708 2.5741
H -2.8983 2.1976 4.7035
H -2.6483 0.3956 4.8951
H -4.2971 1.1414 4.4878
O -3.0997 3.0334 1.0492
H -2.2595 3.5659 0.9990
H -2.9070 2.4167 1.7936
O -0.3010 -3.4416 1.4577
H 0.7021 -3.3814 1.3309
H -0.6507 -2.4926 1.4910
```

Calculated values
Multiplicity   1
Kohn-Sham gap   8.775 eV
LUMO energy   0.51 eV
E_tot   -172841.782 eV
Energy above the lowest of the compared OMol25 structures with the same formula, charge and spin   0.000 eV